No. 1
Formula: C8H13NOS
Source: the Open Molecules 2025 dataset
Level of theory: the ωB97M-V functional and the def2-TZVPD basis

The value obtained for the HOMO energy (spin up / spin down) is -5.23 / -9.30 eV. As for the charge: 0. As for the spin multiplicity: 3.

CARTESIAN COORDINATES (ANGSTROEM)
C 1.23 1.42 -0.50
C 2.17 -1.16 -0.08
C 0.81 2.66 -0.57
C -0.07 -0.06 0.01
C -1.11 -1.91 -1.56
C -0.33 0.55 2.44
C -0.74 -0.42 -1.37
C -1.06 0.57 1.06
N 0.90 -1.03 0.52
O 2.83 -2.14 -0.02
S 2.74 0.40 -0.75
H 1.55 3.36 -1.00
H -0.19 2.95 -0.56
H -1.41 -2.19 -2.54
H -1.84 -2.33 -0.72
H -0.23 -2.38 -1.40
H 0.58 0.89 2.15
H -0.26 -0.42 2.92
H -1.02 1.20 3.06
H -1.70 0.36 -1.51
H -0.10 -0.14 -2.21
H -1.08 1.64 0.87
H -2.06 0.11 0.91
H 0.38 -1.92 0.82


No. 2
Formula: C10H19N2
Source: the Open Molecules 2025 dataset
Level of theory: the ωB97M-V functional and the def2-TZVPD basis

The value obtained for the HOMO energy is -12.01 eV. As for the charge: +1.

CARTESIAN COORDINATES (ANGSTROEM)
C -3.38 0.24 -0.46
C -2.65 1.20 0.29
C -3.49 0.28 -1.81
C -1.32 1.31 0.08
C 0.64 0.02 2.45
C 1.72 0.32 -1.49
C 2.67 1.02 -0.56
C 1.52 -1.07 -0.95
C 1.05 0.04 1.22
C 0.21 -2.26 0.91
N 1.95 0.91 0.72
N 0.55 -0.96 0.19
H -3.85 -0.60 -0.03
H -3.14 1.74 1.18
H -3.31 1.14 -2.33
H -4.13 -0.35 -2.31
H -0.89 2.13 0.67
H -0.96 1.06 -0.86
H 1.04 0.61 3.24
H 0.07 -0.77 2.91
H 0.79 0.95 -1.74
H 2.18 0.16 -2.57
H 3.61 0.53 -0.55
H 2.91 2.21 -0.76
H 1.10 -1.87 -1.51
H 2.47 -1.34 -0.49
H -0.55 -2.17 1.65
H 0.03 -2.97 0.17
H 1.14 -2.50 1.50
H 2.48 1.47 1.42
H -0.45 -0.48 -0.18


No. 3
Formula: C21H68N8O13
Source: the Open Molecules 2025 dataset
Level of theory: the ωB97M-V functional and the def2-TZVPD basis

The value obtained for the HOMO energy is -8.01 eV. As for the charge: 0.

CARTESIAN COORDINATES (ANGSTROEM)
C -2.95 4.00 1.64
C -3.16 2.47 1.77
O -2.98 2.16 3.15
H -1.95 4.24 2.04
H -3.65 4.69 2.17
H -2.79 4.20 0.59
H -2.37 1.95 1.17
H -4.12 2.11 1.47
H -3.75 2.39 3.73
C 0.70 -0.86 3.91
C 0.59 0.59 4.28
O 0.10 0.80 5.60
H 1.62 -1.16 4.43
H 0.71 -1.08 2.83
H -0.12 -1.46 4.26
H -0.03 1.12 3.53
H 1.51 1.03 4.23
H 0.23 1.74 5.85
C -1.19 -0.46 -0.54
C -0.11 0.45 -0.33
O 0.11 0.67 1.02
H -2.11 -0.22 -0.01
H -0.80 -1.37 -0.10
H -1.40 -0.66 -1.53
H -0.22 1.44 -0.73
H 0.82 0.00 -0.67
H 0.41 1.59 1.17
C 3.90 0.65 -2.13
C 5.32 0.32 -2.15
O 5.80 -0.12 -0.89
H 3.28 -0.28 -2.34
H 3.68 1.40 -2.89
H 3.64 1.07 -1.16
H 5.93 1.16 -2.38
H 5.62 -0.52 -2.85
H 6.25 0.57 -0.45
C -2.55 3.27 -1.94
C -3.24 1.95 -2.14
O -3.72 1.35 -0.91
H -1.74 3.20 -1.19
H -3.40 3.80 -1.53
H -2.25 3.83 -2.83
H -2.51 1.25 -2.51
H -4.00 2.08 -2.89
H -3.82 0.41 -1.01
C 2.20 3.30 0.28
C 1.93 3.64 1.71
O 0.53 3.58 1.88
H 1.39 3.61 -0.46
H 2.16 2.24 0.09
H 3.13 3.77 -0.06
H 2.03 4.71 1.80
H 2.36 3.08 2.47
H 0.16 4.37 1.54
C 3.51 0.00 1.85
C 4.48 -0.85 2.72
O 5.23 -1.80 1.95
H 2.46 -0.25 1.64
H 4.04 0.50 1.09
H 3.25 0.79 2.48
H 3.88 -1.34 3.51
H 5.09 -0.11 3.18
H 6.18 -1.43 1.96
C 1.08 -0.72 -4.06
C -0.22 -0.65 -4.77
O -0.86 -1.86 -4.70
H 0.99 -0.43 -2.99
H 1.84 -0.04 -4.41
H 1.60 -1.65 -4.00
H -0.13 -0.29 -5.78
H -0.95 0.06 -4.25
H -1.69 -1.80 -5.16
C -1.41 -4.71 1.07
O -0.68 -5.20 0.01
N -1.10 -3.59 1.64
N -2.37 -5.34 1.71
H -0.28 -3.18 1.19
H -1.13 -3.52 2.65
H -2.72 -6.26 1.27
H -2.81 -5.10 2.60
C 2.32 -2.59 -0.51
O 1.36 -2.68 0.54
N 3.51 -2.08 -0.35
N 2.11 -3.02 -1.67
H 3.93 -1.83 0.59
H 3.90 -1.33 -0.97
H 1.11 -3.17 -1.90
H 2.73 -2.92 -2.44
C -4.17 -2.72 -1.68
O -4.16 -1.34 -1.42
N -5.14 -3.37 -2.20
N -3.22 -3.47 -1.26
H -5.89 -2.79 -2.56
H -5.11 -4.39 -2.55
H -2.36 -3.08 -0.89
H -3.25 -4.48 -1.34
C -3.66 -1.38 2.21
O -4.84 -0.66 2.19
N -3.61 -2.66 1.89
N -2.55 -0.92 2.63
H -4.45 -3.05 1.52
H -2.78 -3.24 1.73
H -2.55 0.08 2.89
H -1.68 -1.33 2.38
C 0.65 3.25 -3.10
O 2.06 3.11 -2.99
H 0.06 2.51 -3.59
H 0.50 4.20 -3.72
H 0.22 3.35 -2.09
H 2.44 2.67 -3.70


Which electronic energy belongs to each record? In order, -22872.1559, -13647.5118, -61411.9636 eV.
Which energy above the lowest of the compared OMol25 structures with the same formula, charge and spin belongs to each record? In order, 19.5, 124.8, 52.8 kcal per mole.